The following is a quantum chemistry calculation of C16H21N3O3STc as an isolated structure in a non-equilibrium geometry, from the Open Molecules 2025 dataset.

Calculated values
Multiplicity: 4
Charge: +4
HOMO level (alpha / beta) in eV: -22.799 / -22.722
LUMO energy (alpha / beta) in eV: -14.848 / -17.361

Geometry as XYZ:
```
45
Properties=species:S:1:pos:R:3:nbo_charge:R:1
N 0.10 -1.99 -0.61 -0.570
C 0.44 -3.11 -0.54 0.654
C 0.91 -4.46 -0.62 -0.778
H 1.91 -4.51 -0.17 0.325
H 0.96 -4.78 -1.67 0.341
H 0.22 -5.12 -0.07 0.330
N -2.21 0.75 -1.39 -0.564
C -3.17 1.16 -1.88 0.620
C -4.36 1.65 -2.54 -0.771
H -4.41 1.24 -3.56 0.329
H -4.34 2.75 -2.57 0.326
H -5.24 1.31 -1.97 0.326
N 0.52 1.88 0.70 -0.580
C 1.23 2.41 1.45 0.643
C 2.17 3.17 2.22 -0.788
H 1.65 3.78 2.97 0.329
H 2.75 3.84 1.56 0.335
H 2.85 2.47 2.73 0.327
Tc -0.73 -0.11 0.23 0.649
C -1.81 1.17 1.13 0.663
O -2.45 1.98 1.67 -0.234
C -2.17 -1.33 0.36 0.667
O -3.03 -2.10 0.49 -0.239
C 0.87 -0.58 -3.00 0.043
C 1.96 -0.32 -2.18 -0.215
C 2.18 0.97 -1.69 -0.129
C 1.30 2.00 -2.03 0.053
C 0.20 1.74 -2.85 -0.179
C -0.02 0.45 -3.33 -0.185
H 0.70 -1.58 -3.42 0.263
H 2.68 -1.12 -1.94 0.273
H 3.06 1.17 -1.07 0.269
H 1.47 3.02 -1.68 0.263
H -0.47 2.56 -3.11 0.275
H -0.86 0.23 -3.99 0.275
C 0.81 -2.34 3.12 -0.755
S 0.64 -0.77 2.16 1.395
C -0.14 0.07 3.55 -0.805
O 2.03 -0.23 2.05 -0.872
H -0.14 -2.63 3.61 0.285
H 1.57 -2.11 3.89 0.318
H 1.18 -3.17 2.51 0.266
H 0.37 -0.34 4.43 0.304
H 0.03 1.14 3.46 0.258
H -1.21 -0.19 3.57 0.261
```



The following is a quantum chemistry calculation of a 2-piece molecular cluster, C16H21N3O5S3 overall in a non-equilibrium geometry, from the Open Molecules 2025 dataset.

Calculated values
HOMO level in eV: -8.388
LUMO energy in eV: -1.102
SMILES: C[C@@H](COC(=O)CSc1cccc2nsnc12)OC(=O)CS.CNC(C)=O

Geometry as XYZ:
```
48
Properties=species:S:1:pos:R:3:nbo_charge:R:1
C 4.95 -2.08 -1.25 -0.686
C 4.22 -1.19 -2.37 0.089
C 2.62 -1.25 -2.05 -0.091
O 1.92 -0.42 -3.00 -0.534
C 0.53 -0.29 -2.69 0.788
O 0.22 0.02 -1.51 -0.578
C -0.67 -0.49 -3.74 -0.638
S -1.98 0.85 -3.64 0.269
C -3.15 0.43 -2.28 -0.237
C -2.77 0.80 -0.80 -0.144
C -3.65 0.46 0.45 -0.221
C -5.02 -0.25 0.25 -0.194
C -5.45 -0.60 -1.21 0.085
N -6.72 -1.24 -1.50 -0.541
S -6.64 -1.36 -3.22 0.803
N -5.13 -0.71 -3.73 -0.553
C -4.53 -0.28 -2.47 0.099
O 4.57 0.22 -2.37 -0.549
C 5.55 0.54 -1.39 0.803
O 5.25 0.87 -0.21 -0.554
C 7.13 0.54 -1.74 -0.621
S 7.70 2.22 -2.40 -0.034
H 4.50 -3.15 -1.36 0.232
H 6.07 -2.21 -1.47 0.227
H 4.73 -1.77 -0.17 0.246
H 4.45 -1.64 -3.41 0.196
H 2.53 -0.90 -0.96 0.216
H 2.30 -2.36 -2.06 0.181
H -1.19 -1.49 -3.54 0.267
H -0.21 -0.56 -4.79 0.255
H -1.78 1.35 -0.60 0.253
H -3.25 0.76 1.49 0.260
H -5.64 -0.44 1.19 0.252
H 7.70 0.27 -0.79 0.262
H 7.27 -0.22 -2.58 0.236
H 8.20 2.86 -1.27 0.149
C -2.23 2.25 4.55 -0.724
C -3.46 1.41 4.40 0.676
O -4.28 1.60 3.51 -0.641
N -3.67 0.40 5.30 -0.614
C -2.83 0.03 6.42 -0.412
H -2.21 3.00 3.77 0.248
H -2.23 2.76 5.52 0.229
H -1.34 1.63 4.46 0.229
H -4.52 -0.12 5.14 0.403
H -2.52 -1.01 6.29 0.199
H -3.42 0.11 7.34 0.199
H -1.94 0.65 6.51 0.214
```



The following is a quantum chemistry calculation of one molecule with the formula C16H21N7O2 in a non-equilibrium geometry, from the Open Molecules 2025 dataset.

Calculated values
HOMO level in eV: -8.151
LUMO energy in eV: 0.055
SMILES: Cc1cccc(Nc2nc(N)c([N+](=O)[O-])c(N3CCN(C)CC3)n2)c1

Geometry as XYZ:
```
46
Properties=species:S:1:pos:R:3:nbo_charge:R:1
C -3.73 -3.06 0.22 -0.627
C -4.07 -1.60 0.13 -0.004
C -3.05 -0.66 0.00 -0.222
C -3.35 0.70 -0.06 0.159
C -4.68 1.11 0.00 -0.253
C -5.68 0.18 0.13 -0.184
C -5.39 -1.17 0.20 -0.243
H -6.18 -1.90 0.30 0.208
H -6.71 0.50 0.17 0.213
H -4.91 2.16 -0.06 0.205
N -2.37 1.67 -0.19 -0.552
C -1.02 1.60 -0.20 0.624
N -0.39 0.45 -0.06 -0.609
C 0.95 0.45 -0.02 0.511
N 1.54 -0.74 -0.08 -0.372
C 2.92 -0.96 -0.48 -0.237
H 3.58 -0.97 0.39 0.225
C 3.01 -2.28 -1.25 -0.231
N 2.63 -3.43 -0.46 -0.441
C 3.75 -4.14 0.13 -0.407
H 3.37 -5.02 0.65 0.202
H 4.31 -3.53 0.85 0.165
H 4.42 -4.46 -0.66 0.201
C 1.64 -3.08 0.55 -0.230
C 0.75 -1.95 0.07 -0.227
H -0.03 -1.74 0.80 0.236
H 0.27 -2.21 -0.88 0.201
H 1.03 -3.97 0.75 0.208
H 2.11 -2.77 1.50 0.174
H 2.35 -2.23 -2.12 0.193
H 4.03 -2.41 -1.62 0.214
H 3.24 -0.13 -1.13 0.214
C 1.66 1.69 0.03 -0.212
N 2.93 1.81 0.57 0.519
O 3.34 0.93 1.33 -0.419
O 3.61 2.82 0.33 -0.461
C 0.89 2.86 -0.29 0.482
N -0.43 2.79 -0.39 -0.598
N 1.47 4.05 -0.47 -0.764
H 0.87 4.85 -0.54 0.404
H 2.46 4.12 -0.27 0.435
H -2.70 2.62 -0.31 0.413
H -2.02 -0.97 -0.06 0.236
H -4.47 -3.66 -0.32 0.218
H -2.75 -3.26 -0.18 0.213
H -3.75 -3.38 1.27 0.221
```



The following is a quantum chemistry calculation of one molecule with the formula C16H21NO, from the Open Molecules 2025 dataset.

Calculated values
HOMO level in eV: -8.302
LUMO energy in eV: 0.675
SMILES: CCCN(CCO)Cc1ccc2ccccc2c1

Geometry as XYZ:
```
39
Properties=species:S:1:pos:R:3:nbo_charge:R:1
C -0.66 2.71 3.28 -0.612
H 0.32 2.90 2.86 0.200
C -0.95 1.21 3.34 -0.407
H -0.26 0.73 4.04 0.202
C -0.80 0.55 1.96 -0.208
N 0.59 0.59 1.51 -0.495
C 1.40 -0.58 1.81 -0.245
H 0.87 -1.20 2.54 0.203
C 2.74 -0.14 2.42 -0.062
O 2.54 0.66 3.55 -0.723
H 1.82 1.27 3.32 0.473
H 3.31 -1.02 2.74 0.180
H 3.33 0.40 1.66 0.148
H 1.59 -1.19 0.92 0.189
C 0.83 1.18 0.22 -0.222
C 0.34 0.46 -1.02 -0.051
C -0.37 -0.71 -1.00 -0.155
C -0.80 -1.34 -2.19 -0.078
C -1.53 -2.54 -2.18 -0.182
C -1.93 -3.13 -3.35 -0.213
C -1.63 -2.53 -4.58 -0.215
C -0.92 -1.35 -4.62 -0.203
C -0.49 -0.73 -3.43 -0.001
C 0.24 0.48 -3.43 -0.182
C 0.64 1.05 -2.26 -0.220
H 1.20 1.97 -2.28 0.210
H 0.47 0.94 -4.38 0.208
H -0.69 -0.89 -5.57 0.209
H -1.96 -3.00 -5.49 0.214
H -2.49 -4.05 -3.33 0.213
H -1.76 -3.00 -1.23 0.207
H -0.62 -1.20 -0.06 0.200
H 0.37 2.18 0.23 0.210
H 1.91 1.33 0.12 0.208
H -1.42 1.08 1.24 0.197
H -1.17 -0.48 2.02 0.182
H -1.96 1.04 3.70 0.202
H -0.70 3.14 4.28 0.214
H -1.40 3.21 2.66 0.202
```



The following is a quantum chemistry calculation of C16H22AsI2N2O6SSiTa as an isolated structure, from the Open Molecules 2025 dataset.

Calculated values
Charge: +2
HOMO level in eV: -14.792
LUMO energy in eV: -7.040

Geometry as XYZ:
```
52
Properties=species:S:1:pos:R:3:nbo_charge:R:1
Ta 0.78 -0.13 -0.55 2.126
O 4.21 -0.70 1.96 -0.960
As 2.88 0.10 1.25 2.475
O 1.40 -0.70 1.44 -1.106
O 2.77 -0.03 -0.46 -1.068
C 3.08 1.94 1.64 -0.466
C 4.14 2.30 2.45 -0.146
C 4.43 3.64 2.67 -0.154
C 3.67 4.62 2.07 -0.145
C 2.59 4.27 1.25 -0.158
C 2.30 2.95 1.03 -0.257
S 0.86 2.61 0.05 2.392
O 0.19 1.46 0.77 -0.960
O 0.11 3.80 -0.11 -0.846
O 1.24 1.90 -1.22 -0.931
H 4.14 -1.67 1.94 0.538
H 4.75 1.54 2.92 0.256
H 5.26 3.91 3.31 0.256
H 3.89 5.67 2.23 0.257
H 1.98 5.04 0.80 0.269
I -1.35 -1.92 0.44 0.488
C 0.05 -3.39 1.10 -0.695
I 1.68 -3.42 -0.25 0.355
H -0.46 -4.35 1.10 0.263
H 0.39 -3.09 2.08 0.258
C -2.72 1.74 -0.31 -0.668
C -2.22 1.16 -1.59 0.302
C -2.92 1.30 -2.78 -0.248
C -2.41 0.73 -3.95 -0.070
C -1.22 0.03 -3.94 -0.279
C -0.56 -0.07 -2.73 0.404
N -1.06 0.48 -1.60 -0.607
N 0.66 -0.71 -2.41 -1.066
Si 1.71 -1.40 -3.74 1.790
C 0.84 -2.92 -4.35 -1.144
C 1.91 -0.04 -5.00 -1.144
C 3.38 -1.82 -3.03 -1.138
H -2.37 1.18 0.55 0.229
H -3.81 1.78 -0.31 0.255
H -2.35 2.77 -0.20 0.268
H -3.85 1.83 -2.79 0.253
H -2.96 0.83 -4.87 0.252
H -0.83 -0.42 -4.84 0.253
H -0.15 -2.72 -4.76 0.251
H 0.73 -3.65 -3.54 0.249
H 1.43 -3.39 -5.14 0.272
H 1.90 0.94 -4.53 0.258
H 1.16 -0.06 -5.79 0.253
H 2.88 -0.16 -5.48 0.270
H 3.41 -2.70 -2.40 0.226
H 3.83 -0.98 -2.49 0.263
H 4.02 -2.04 -3.89 0.274
```



The following is a quantum chemistry calculation of a 5-piece molecular cluster, C16H22BCl13O4P overall in a non-equilibrium geometry, from the Open Molecules 2025 dataset.

Calculated values
Charge: -1
HOMO level in eV: -3.732
LUMO energy in eV: 1.817

Geometry as XYZ:
```
57
Properties=species:S:1:pos:R:3:nbo_charge:R:1
C 1.49 1.69 0.74 -0.647
C 1.32 0.29 0.12 0.112
C -0.02 0.04 -0.58 -0.436
C -1.23 0.75 0.01 0.070
C -2.61 0.03 -0.07 -0.105
O -3.43 1.10 0.44 -0.746
B -2.90 2.25 -0.32 0.317
P -4.26 2.48 -1.73 0.756
O -3.60 3.17 -3.12 -0.976
Cl -5.60 3.94 -0.93 -0.415
O -1.53 1.90 -0.77 -0.720
O 2.33 0.05 -0.87 -0.544
C 3.66 0.03 -0.36 -0.099
C 4.39 1.28 -0.87 0.058
C 4.85 2.18 0.08 -0.240
C 5.48 3.34 -0.28 -0.208
C 5.66 3.60 -1.62 -0.229
C 5.21 2.71 -2.55 -0.197
C 4.57 1.54 -2.20 -0.237
H 1.78 2.40 -0.03 0.224
H 0.63 2.02 1.33 0.232
H 2.34 1.64 1.44 0.182
H 1.38 -0.44 0.95 0.153
H 0.08 0.33 -1.63 0.240
H -0.17 -1.06 -0.59 0.196
H -1.12 0.95 1.09 0.155
H -2.92 -0.32 -1.06 0.166
H -2.67 -0.73 0.72 0.167
H -2.78 3.30 0.29 -0.105
H -4.34 3.24 -3.74 0.476
H 3.71 -0.02 0.73 0.178
H 4.16 -0.82 -0.83 0.182
H 4.67 1.97 1.13 0.204
H 5.83 4.04 0.48 0.208
H 6.14 4.52 -1.93 0.207
H 5.33 2.91 -3.61 0.204
H 4.20 0.84 -2.94 0.218
C -1.00 -2.81 2.32 -0.281
Cl -1.39 -3.47 0.73 0.026
Cl 0.59 -2.04 2.30 0.018
Cl -2.24 -1.66 2.84 0.043
H -0.98 -3.62 3.04 0.228
C -6.17 -0.52 -0.67 -0.290
Cl -7.58 0.10 0.20 0.005
Cl -5.87 -2.21 -0.24 -0.028
Cl -6.38 -0.34 -2.40 0.021
H -5.30 0.07 -0.37 0.279
C 4.73 -4.09 0.97 -0.285
Cl 3.25 -3.28 1.50 0.030
Cl 5.98 -2.93 0.52 0.016
Cl 5.32 -5.18 2.23 0.005
H 4.49 -4.69 0.10 0.227
C -5.44 -3.99 1.96 -0.295
Cl -4.19 -5.23 1.84 -0.002
Cl -6.90 -4.49 1.10 0.024
Cl -5.80 -3.63 3.65 0.008
H -5.07 -3.09 1.49 0.251
```



The following is a quantum chemistry calculation of C16H22BF4N8PtSSe as an isolated structure, from the Open Molecules 2025 dataset.

Calculated values
Charge: +1
HOMO level in eV: -11.304
LUMO energy in eV: -2.951

Geometry as XYZ:
```
54
Properties=species:S:1:pos:R:3:nbo_charge:R:1
Pt -0.78 0.27 -1.64 0.571
C -3.24 -3.69 -3.84 -0.682
C -3.68 -2.36 -3.35 0.401
N -4.90 -1.93 -3.30 -0.222
N -4.81 -0.67 -2.78 -0.344
C -3.57 -0.31 -2.49 0.269
S -2.93 1.13 -1.84 -0.076
N -2.84 -1.37 -2.87 -0.229
N -1.45 -1.43 -2.65 -0.592
H -4.12 -4.23 -4.18 0.271
H -2.76 -4.24 -3.03 0.282
H -2.54 -3.58 -4.67 0.231
H -5.65 -0.13 -2.61 0.444
H -1.26 -2.23 -2.04 0.465
H -0.98 -1.57 -3.55 0.414
C 4.00 1.06 0.01 -0.415
N 3.01 0.21 0.65 -0.344
C 2.00 -0.45 0.05 0.306
Se 1.57 -0.40 -1.78 -0.119
N 1.34 -1.14 0.97 -0.540
C 1.91 -0.93 2.22 0.171
C 1.58 -1.41 3.48 -0.228
C 2.38 -0.98 4.52 -0.188
C 3.46 -0.12 4.32 -0.191
C 3.79 0.36 3.06 -0.218
C 2.98 -0.07 2.01 0.092
H 3.73 1.19 -1.03 0.241
H 4.98 0.61 0.09 0.229
H 4.01 2.04 0.51 0.218
H 0.55 -1.75 0.72 0.486
H 0.75 -2.08 3.63 0.247
H 2.17 -1.33 5.53 0.235
H 4.06 0.18 5.17 0.233
H 4.63 1.02 2.90 0.232
F -0.72 -2.77 -0.18 -0.601
B -2.14 -2.87 0.13 1.344
F -2.30 -3.44 1.36 -0.532
F -2.68 -3.62 -0.94 -0.580
F -2.68 -1.58 0.05 -0.580
C 1.70 4.89 -0.12 -0.654
C 0.85 3.69 0.09 0.207
C 0.15 3.24 1.19 -0.334
C -0.51 2.07 0.80 0.216
N -0.21 1.81 -0.47 -0.299
N 0.62 2.80 -0.89 -0.327
C -1.40 1.17 1.59 -0.660
H 2.12 5.22 0.83 0.246
H 1.11 5.71 -0.53 0.250
H 2.52 4.69 -0.81 0.230
H 0.10 3.71 2.16 0.249
H 0.96 2.78 -1.84 0.435
H -1.61 1.63 2.56 0.241
H -0.94 0.20 1.76 0.238
H -2.34 0.99 1.07 0.261
```



The following is a quantum chemistry calculation of a 2-piece molecular cluster, C16H22BN2O2P overall in a non-equilibrium geometry, from the Open Molecules 2025 dataset.

Calculated values
HOMO level in eV: -7.213
LUMO energy in eV: -1.065
SMILES: O=[N+]([O-])c1ccccc1.CCP(CC)B(C)c1ccncc1

Geometry as XYZ:
```
44
Properties=species:S:1:pos:R:3:nbo_charge:R:1
C -0.83 -0.36 2.83 -0.655
C 0.10 -1.21 1.77 -0.685
P 0.73 -0.22 0.27 0.381
C -0.49 1.14 -0.31 -0.696
C -0.49 2.51 0.59 -0.650
B 2.52 0.41 0.48 0.624
C 3.64 -0.17 -0.62 -1.028
C 3.08 1.47 1.61 -0.378
C 2.41 1.74 3.07 -0.246
C 3.06 2.83 4.04 0.004
N 4.26 3.70 3.91 -0.400
C 4.86 3.39 2.58 0.004
C 4.40 2.39 1.41 -0.242
H -0.65 0.79 2.84 0.215
H -1.98 -0.62 2.70 0.232
H -0.55 -0.77 3.92 0.209
H 0.99 -1.74 2.31 0.237
H -0.60 -2.08 1.35 0.252
H -1.60 0.74 -0.32 0.263
H -0.23 1.45 -1.41 0.240
H -0.19 3.42 -0.12 0.213
H 0.26 2.53 1.48 0.219
H -1.57 2.69 1.04 0.217
H 4.63 -0.37 -0.01 0.244
H 3.77 0.65 -1.46 0.257
H 3.18 -1.14 -1.10 0.255
H 1.46 1.13 3.40 0.245
H 2.48 2.99 5.08 0.210
H 5.86 4.00 2.37 0.210
H 5.02 2.33 0.41 0.240
C -3.62 -3.42 -4.75 -0.174
C -2.76 -3.88 -3.75 -0.213
C -2.59 -3.13 -2.58 -0.200
C -3.29 -1.93 -2.42 0.088
C -4.15 -1.46 -3.42 -0.204
C -4.31 -2.21 -4.59 -0.214
N -3.13 -1.16 -1.18 0.504
O -2.34 -1.59 -0.32 -0.378
O -3.79 -0.12 -1.06 -0.378
H -3.76 -4.00 -5.66 0.222
H -2.23 -4.81 -3.88 0.226
H -1.91 -3.50 -1.81 0.252
H -4.69 -0.53 -3.31 0.250
H -4.98 -1.86 -5.37 0.225
```



| no. | E (eV) |
| --- | --- |
| 1 | -40530.1726 |
| 2 | -64138.9719 |
| 3 | -31457.0595 |
| 4 | -20470.3893 |
| 5 | -129508.7013 |
| 6 | -197898.1838 |
| 7 | -119848.1081 |
| 8 | -33977.7884 |